(1)
Entry from the OMol25 dataset: a cluster of 2 separate species, C8H14O2 in total in a non-equilibrium geometry (the ωB97M-V functional and the def2-TZVPD basis).

```
24
Properties=species:S:1:pos:R:3:mulliken_charge:R:1
C 1.2611 -0.7441 -2.2775 -0.88
C 0.8990 -1.2314 -1.0961 -0.27
C -0.4913 -1.3108 -0.5608 1.40
C -1.6468 -1.2940 -1.5510 -1.43
O -0.6319 -2.1628 0.4553 -0.64
H 2.2948 -0.7488 -2.5914 0.28
H 0.5458 -0.3773 -3.0026 0.21
H 1.6461 -1.5930 -0.3990 0.32
H -0.6097 -0.1488 0.0176 -0.64
H -1.6223 -2.2153 -2.1358 0.34
H -2.5892 -1.2628 -1.0060 0.39
H -1.5969 -0.4427 -2.2286 0.34
H -0.9486 -1.5687 1.3454 0.39
C 1.2330 0.8459 2.4014 -1.06
C 0.3692 1.2501 1.4720 0.80
C 0.6101 2.3941 0.5304 -1.21
C -0.9196 0.5187 1.2856 0.35
O -1.2500 -0.4653 2.0340 -0.65
H 2.1918 1.3290 2.5355 0.32
H 0.9869 0.0195 3.0537 0.31
H -0.1778 3.1464 0.6224 0.30
H 1.5681 2.8730 0.7276 0.39
H 0.6121 2.0478 -0.5073 0.26
H -1.7339 1.1412 0.8752 0.39
```

2S+1: 1
DFT total energy: -12615.1186 eV
Frontier orbital gap: 9.327 eV
Lowest unoccupied orbital energy: -0.010 Ha
HOMO level: -9.5958 eV

=====

(2)
Entry from the OMol25 dataset: the molecule C8H14O2S in a non-equilibrium geometry (the ωB97M-V functional and the def2-TZVPD basis).

```
25
Properties=species:S:1:pos:R:3:lowdin_spin:R:1
C 2.5913 3.3347 -2.0271 0.18
C -2.9670 -1.1138 -0.3739 0.04
C 2.0654 2.0930 -2.0541 0.01
C -2.5560 0.0135 0.0557 0.01
C -0.1587 -2.8124 1.4413 0.00
C 1.0712 1.8198 -1.0514 0.30
C 0.2708 -1.3841 1.2234 0.00
C -0.8828 0.2634 -0.0032 0.05
O -1.3160 2.2102 -1.7076 0.58
O -0.0850 -0.9137 -0.0380 0.02
S -0.5177 1.0005 -1.7090 0.72
H 3.4084 3.5448 -2.6854 0.01
H 2.4224 4.2809 -1.4246 0.01
H -3.9791 -1.3424 -0.3733 0.00
H -2.1968 -1.7439 -0.8415 0.00
H 2.4582 1.2604 -2.5366 0.00
H -3.1051 0.7475 0.5463 0.00
H -1.1507 -2.6586 1.9078 0.00
H -0.3099 -3.2078 0.4215 0.00
H 0.6106 -3.2950 1.9240 0.00
H 1.3763 1.0648 -0.3152 0.02
H 0.8063 2.7087 -0.5360 0.02
H 1.4201 -1.2109 1.2811 0.00
H 0.0555 -0.7603 2.1777 0.00
H -0.6400 0.9634 0.7265 0.00
```

2S+1: 3
DFT total energy: -23443.7661 eV
Frontier orbital gap (alpha / beta): 5.138 / 6.820 eV
Lowest unoccupied orbital energy (alpha / beta): 0.035 / -0.090 Ha
HOMO level (alpha / beta): -4.1878 / -9.2675 eV

=====

(3)
Entry from the OMol25 dataset: the molecule C8H14O2S2 in a non-equilibrium geometry (the ωB97M-V functional and the def2-TZVPD basis).

```
26
Properties=species:S:1:pos:R:3:mulliken_charge:R:1
O -0.5902 2.7698 2.7802 -0.53
C 0.1081 2.4155 1.4963 0.14
O 1.6219 2.2034 1.2350 -0.46
C -0.7843 2.6658 0.3226 -0.26
C -1.8689 1.4123 0.4841 -0.83
C -1.3468 0.1562 -0.2095 -0.41
C 0.0254 -0.2485 0.4129 -0.66
C 0.0477 -1.7726 0.0516 -0.07
C 0.4525 -1.9072 -1.4653 -1.13
C 1.6808 -2.6268 -1.8544 -0.79
S 2.9112 -2.5101 -0.4428 -0.14
S 1.3827 -2.7409 1.0276 -0.13
H 1.8692 2.0947 2.2994 0.40
H -0.1903 2.7770 -0.6585 0.32
H -0.8382 3.7991 0.6012 0.28
H -1.8874 1.1527 1.7161 0.32
H -3.0348 1.5046 0.1590 0.32
H -2.1563 -0.6653 0.1166 0.36
H -1.3656 0.1596 -1.4043 0.18
H -0.0337 0.3015 1.4095 0.48
H 0.9395 0.2716 0.0309 0.41
H -0.9293 -2.1365 0.3077 0.54
H 0.9057 -0.9242 -1.4486 0.37
H -0.2561 -1.9418 -2.1986 0.54
H 2.1216 -2.4736 -2.8008 0.49
H 1.2157 -3.7365 -1.9677 0.28
```

2S+1: 1
DFT total energy: -34281.7297 eV
Frontier orbital gap: 8.026 eV
Lowest unoccupied orbital energy: -0.008 Ha
HOMO level: -8.2322 eV

=====

(4)
Entry from the OMol25 dataset: a cluster of 3 separate species, C8H14O4 in total in a non-equilibrium geometry (the ωB97M-V functional and the def2-TZVPD basis).

```
26
Properties=species:S:1:pos:R:3:mulliken_charge:R:1
O 1.3478 -1.1369 -1.1361 -0.51
C 0.1412 -1.4562 -1.6764 -0.07
C 0.1208 -2.1337 -2.8770 -0.20
C -1.0234 -2.5181 -3.5435 -0.83
C -2.2203 -2.2627 -2.9024 0.79
O -3.4005 -2.6710 -3.5448 -0.56
C -2.2785 -1.6246 -1.6821 -0.75
C -1.0285 -1.1773 -1.0859 -0.19
H 1.1257 -0.5274 -0.4619 0.33
H 1.1197 -2.2354 -3.3166 0.33
H -1.1192 -2.7263 -4.5104 0.50
H -4.2756 -2.3277 -3.2630 0.30
H -3.0657 -1.4836 -0.9267 0.27
H -1.1007 -0.5979 -0.2615 0.65
C 0.4638 1.7213 0.2415 -0.74
O 1.3927 0.7319 0.7644 -0.62
H -0.3641 2.0084 0.9191 0.27
H -0.0616 1.3842 -0.7097 0.38
H 1.1029 2.4868 0.0169 0.34
H 1.6025 0.9767 1.7631 0.29
C 1.9287 2.9532 4.5220 -0.61
O 1.4620 1.5904 4.8078 -0.51
H 1.3042 3.6843 5.0092 0.27
H 1.9243 3.0564 3.6500 0.24
H 3.0060 3.0941 4.6901 0.33
H 1.8959 1.1909 5.5141 0.29
```

2S+1: 1
DFT total energy: -16709.1246 eV
Frontier orbital gap: 8.458 eV
Lowest unoccupied orbital energy: 0.019 Ha
HOMO level: -7.9366 eV

=====

(5)
Entry from the OMol25 dataset: the molecule C8H14Si in a non-equilibrium geometry (the ωB97M-V functional and the def2-TZVPD basis).

```
23
Properties=species:S:1:pos:R:3:mulliken_charge:R:1
C -1.2740 -1.8237 -1.6033 -1.60
C -0.6185 -0.7463 -0.8169 0.69
C 0.1817 0.2113 -1.2954 -0.75
Si 0.7696 1.1849 0.1702 0.25
C 2.5794 0.6970 0.2839 -1.04
C 0.4155 3.0079 -0.0435 -1.06
C -0.3960 0.3192 1.3201 -0.65
C -0.8785 -0.7291 0.6743 0.67
C -1.4457 -1.8901 1.4093 -1.39
H -1.1656 -1.6767 -2.6756 0.38
H -2.3492 -1.9380 -1.3293 0.34
H -0.7695 -2.7577 -1.3633 0.33
H 0.4240 0.3350 -2.3300 0.45
H 3.0038 0.8162 1.2792 0.36
H 2.7836 -0.3252 -0.0252 0.33
H 3.1010 1.3604 -0.4290 0.27
H -0.6588 3.1520 -0.0344 0.30
H 0.8729 3.6656 0.6887 0.33
H 0.7661 3.3156 -1.0379 0.34
H -0.4185 0.4656 2.3807 0.46
H -1.5307 -2.7424 0.7565 0.34
H -0.8974 -2.2273 2.3170 0.34
H -2.4953 -1.6744 1.7041 0.31
```

2S+1: 1
DFT total energy: -16400.3099 eV
Frontier orbital gap: 9.269 eV
Lowest unoccupied orbital energy: 0.033 Ha
HOMO level: -8.3673 eV

=====

(6)
Entry from the OMol25 dataset: a structure of composition C8H15Br9O7S2 in a non-equilibrium geometry (the ωB97M-V functional and the def2-TZVPD basis).

```
41
Properties=species:S:1:pos:R:3:mulliken_charge:R:1
O 17.2706 -25.6322 21.6439 -0.62
S 18.6514 -26.0783 21.6221 1.14
O 19.7121 -25.1202 21.3699 -0.57
O 18.9716 -26.8741 23.0631 -0.27
C 17.8664 -27.6722 23.6393 -0.25
C 18.5047 -28.6968 24.6617 -1.12
C 18.8779 -27.4648 20.4620 -0.82
H 17.3961 -28.2200 22.8227 0.35
H 17.1720 -27.0095 24.1557 0.28
H 19.4078 -28.3252 25.1459 0.31
H 18.8042 -29.5920 24.1169 0.29
H 17.7199 -29.0120 25.3494 0.35
H 18.5517 -28.3800 20.9561 0.29
H 19.9379 -27.5635 20.2277 0.30
H 18.3066 -27.2170 19.5674 0.34
C 13.0305 -31.0466 26.4837 -0.33
Br 13.6331 -30.7487 24.6210 0.01
Br 12.7198 -29.2762 27.4177 -0.02
Br 14.2828 -32.2376 27.5501 -0.01
H 12.0322 -31.4838 26.4656 0.36
C 23.9627 -21.5691 22.6710 -0.35
Br 24.9271 -20.0151 23.3431 -0.03
Br 23.2687 -22.5434 24.1127 0.04
Br 25.2883 -22.7204 21.6650 -0.05
H 23.2611 -21.1860 21.9300 0.39
C 14.5464 -29.7563 15.2927 -0.33
Br 15.9693 -28.4321 14.9658 0.00
Br 14.0236 -29.5791 17.1684 -0.02
Br 15.2455 -31.5548 14.9636 -0.01
H 13.5947 -29.6264 14.7775 0.36
C 25.1936 -27.8543 23.8277 -0.24
C 24.2761 -28.1055 22.6045 -0.34
O 24.7267 -29.3499 22.1089 -0.33
S 25.0487 -30.3913 23.3763 1.10
O 26.1785 -31.2771 23.0903 -0.52
O 23.8395 -30.9937 23.8654 -0.51
O 25.4251 -29.1503 24.3700 -0.32
H 24.8107 -27.1797 24.5934 0.29
H 26.0630 -27.3938 23.3584 0.27
H 24.4268 -27.3264 21.8572 0.31
H 23.2423 -28.2198 22.9305 0.28
```

2S+1: 1
DFT total energy: -674920.5389 eV
Frontier orbital gap: 9.557 eV
Lowest unoccupied orbital energy: -0.030 Ha
HOMO level: -10.3729 eV